Record 1
{
  "formula": "H43O21",
  "method": "ωB97M-V/def2-TZVPD",
  "symbols": ["O", "O", "O", "O", "O", "O", "O", "O", "O", "O", "O", "O", "O", "O", "O", "O", "O", "O", "O", "O", "O", "H", "H", "H", "H", "H", "H", "H", "H", "H", "H", "H", "H", "H", "H", "H", "H", "H", "H", "H", "H", "H", "H", "H", "H", "H", "H", "H", "H", "H", "H", "H", "H", "H", "H", "H", "H", "H", "H", "H", "H", "H", "H", "H"],
  "positions_angstrom": [[-1.980, 2.873, 1.704], [4.589, -0.938, -2.414], [2.480, -1.644, 1.527], [-3.741, -1.163, 0.759], [-0.723, -4.890, 0.545], [-3.216, -0.894, 3.475], [-4.598, -0.906, -1.769], [-0.238, -0.412, 0.015], [2.229, -0.528, -1.019], [-1.730, 4.891, -0.961], [-2.659, -2.714, -2.110], [4.122, 0.788, 0.109], [-0.441, 2.633, 4.112], [2.635, 3.045, 1.259], [-1.025, -1.529, 2.309], [0.893, 0.694, 3.226], [4.075, 3.448, -0.912], [1.616, 1.548, -2.723], [0.429, -3.510, -1.713], [0.577, -1.023, -2.705], [-1.352, 0.639, -3.391], [-3.292, -1.266, 1.625], [-3.795, -0.136, 3.668], [0.406, -0.131, 3.124], [-1.569, -0.761, 2.489], [0.362, -3.643, -0.754], [-0.867, 5.192, -0.654], [-1.451, 0.656, -4.346], [1.390, -0.581, -2.142], [-0.890, -5.517, 1.263], [2.989, -1.124, -1.129], [-1.435, -5.198, -0.036], [5.262, -0.687, -1.774], [3.260, 3.821, -1.270], [-1.359, 3.313, 1.111], [-4.951, -0.031, -1.569], [-1.689, 4.906, -1.925], [-2.150, 0.281, -2.978], [-1.098, -0.576, 0.414], [-2.182, 3.526, 2.379], [3.779, 3.268, 0.001], [0.089, 2.474, 4.907], [2.769, -1.031, 2.214], [0.389, -1.948, -2.387], [1.641, -1.984, 1.855], [-0.314, 0.140, -0.767], [1.842, 3.334, 1.729], [4.523, -0.340, -3.160], [1.586, 1.897, -3.619], [0.385, 1.468, 2.935], [1.619, -0.876, -0.339], [3.926, 1.253, -0.709], [-3.560, -1.502, 4.144], [2.716, 2.130, 1.545], [-3.720, -2.110, 0.538], [-3.810, -1.004, -1.197], [2.367, 1.951, -2.269], [-3.561, -2.547, -2.446], [-0.631, -2.334, 2.634], [-2.358, -3.190, -2.898], [-0.225, -4.121, -2.065], [-1.324, 2.541, 4.492], [3.333, 0.727, 0.640], [-0.341, -0.647, -2.597]],
  "forces_ev_per_angstrom": [[0.059, -0.217, -0.067], [-0.535, -0.830, 0.155], [-0.063, -0.121, 0.119], [0.868, -1.135, 0.701], [-0.812, -0.685, 0.082], [-1.187, 0.750, 1.065], [0.655, 0.141, -0.224], [0.488, -0.055, -0.241], [-0.891, -0.316, -0.650], [0.136, -0.124, 0.118], [-0.415, -0.448, -1.171], [1.433, -0.069, 0.549], [-0.443, 0.602, 1.101], [-0.821, -0.172, 0.675], [1.347, 0.166, -2.746], [1.262, -0.276, -0.182], [-0.502, -0.197, -0.273], [-0.096, 0.004, 0.056], [-0.105, 0.123, 0.002], [-1.675, -0.800, -0.561], [0.023, -0.121, 0.825], [-0.479, 0.671, -0.191], [0.289, 0.058, -0.499], [-0.334, 0.455, -0.394], [0.029, -1.021, 1.858], [0.007, 0.038, -0.064], [-0.110, 0.116, -0.249], [-0.318, -0.184, -0.016], [0.003, -0.248, 0.798], [0.615, 0.235, 0.302], [0.130, 0.266, 0.093], [0.143, 0.485, -0.321], [0.091, 0.478, -0.345], [0.230, 0.287, -0.160], [-0.271, 0.007, -0.075], [-0.035, -0.217, 0.093], [0.070, 0.034, 0.166], [-0.357, 0.234, -0.585], [-0.085, -0.043, -0.193], [0.046, 0.116, -0.060], [0.400, 0.176, -0.254], [0.360, -0.002, -0.341], [-0.025, -0.017, -0.001], [0.953, -0.397, 0.277], [0.006, 0.102, -0.012], [-0.428, 0.375, 0.279], [0.205, 0.268, -0.099], [0.481, 0.264, 0.238], [0.151, 0.150, 0.122], [-0.427, -0.788, 0.269], [0.536, 0.054, 0.187], [-0.257, 0.205, 0.208], [0.439, -0.429, -0.182], [0.147, 0.022, 0.178], [-0.377, 0.279, -0.500], [-0.780, 0.393, -0.084], [-0.016, 0.029, -0.219], [-0.043, 0.414, 0.691], [-0.971, 0.434, 1.212], [0.568, -0.060, 0.319], [0.104, -0.081, -0.071], [-0.174, 0.085, -0.424], [-0.416, -0.324, -0.473], [1.175, 0.865, -0.812]],
  "lowdin_charge": [-0.055, -0.033, -0.028, -0.068, -0.050, -0.049, -0.078, -0.033, -0.046, -0.054, -0.070, -0.044, -0.071, -0.030, -0.067, -0.074, -0.070, -0.034, -0.020, 0.101, -0.024, -0.001, 0.090, 0.000, 0.033, 0.045, 0.034, 0.076, 0.069, 0.060, 0.076, 0.053, 0.054, 0.032, 0.017, 0.058, 0.041, 0.053, 0.027, 0.033, -0.009, 0.070, 0.050, 0.076, 0.028, 0.040, 0.067, 0.054, 0.061, 0.003, 0.044, 0.010, 0.084, 0.033, 0.061, -0.008, 0.027, 0.040, 0.070, 0.050, 0.057, 0.057, 0.000, 0.081],
  "fmax_ev_per_a": 3.06,
  "e_above_lowest_kj_mol": 394.4,
  "e_homo_ev": -12.8326,
  "total_charge": 1
}

---

Record 2
{
  "formula": "C60H68AsN3OPRh",
  "method": "ωB97M-V/def2-TZVPD",
  "symbols": ["Rh", "As", "P", "O", "N", "N", "N", "C", "C", "C", "C", "C", "C", "C", "C", "C", "C", "C", "C", "C", "C", "C", "C", "C", "C", "C", "C", "C", "C", "C", "C", "C", "C", "C", "C", "C", "C", "C", "C", "C", "C", "C", "C", "C", "C", "C", "C", "C", "C", "C", "C", "C", "C", "C", "C", "C", "C", "C", "C", "C", "C", "C", "C", "C", "C", "C", "C", "H", "H", "H", "H", "H", "H", "H", "H", "H", "H", "H", "H", "H", "H", "H", "H", "H", "H", "H", "H", "H", "H", "H", "H", "H", "H", "H", "H", "H", "H", "H", "H", "H", "H", "H", "H", "H", "H", "H", "H", "H", "H", "H", "H", "H", "H", "H", "H", "H", "H", "H", "H", "H", "H", "H", "H", "H", "H", "H", "H", "H", "H", "H", "H", "H", "H", "H", "H"],
  "positions_angstrom": [[0.012, 0.085, -0.402], [3.242, 0.532, -1.073], [-1.432, -1.535, -1.395], [-3.735, 1.226, 1.457], [1.918, -0.757, -0.920], [-1.713, 0.722, 0.660], [0.807, 1.771, -0.093], [1.021, -4.182, 0.135], [-4.076, -1.826, -2.154], [1.369, 5.214, 0.996], [-3.768, -0.157, -0.459], [-5.439, -1.601, -2.156], [2.335, -4.827, 0.454], [2.079, 3.755, 3.411], [-0.032, -2.284, -3.682], [-0.479, 1.458, 4.216], [-1.295, -3.610, 0.402], [-2.975, 0.602, 0.536], [-0.554, 3.336, -2.396], [3.973, 2.053, -3.387], [7.845, -2.059, 2.371], [0.516, 2.839, -3.365], [7.079, -0.990, 0.221], [-1.105, -1.539, -3.194], [-1.499, -3.316, -0.947], [3.657, 0.739, -3.008], [3.705, 3.075, 1.651], [4.515, -0.635, 1.181], [-1.831, -0.743, -4.078], [-1.616, 2.260, -2.237], [6.128, -0.408, -0.610], [0.678, 5.938, 0.039], [1.134, -2.695, 0.220], [-0.354, -4.736, 0.686], [3.311, -2.862, -0.635], [3.414, -4.152, -0.007], [6.788, -1.420, 1.511], [3.571, 0.153, -5.356], [-3.216, -1.101, -1.327], [0.762, 3.123, -0.103], [4.313, 3.153, -2.405], [4.052, 2.390, -4.735], [-2.842, 1.891, 2.376], [4.797, -0.273, -0.144], [3.503, -0.226, -4.019], [0.075, 3.879, -1.119], [1.425, 3.832, 0.955], [3.855, 1.867, -7.188], [2.145, -2.063, -0.493], [-1.265, -0.691, 3.180], [6.634, 0.079, -1.946], [-1.442, 1.494, 1.899], [0.270, -2.273, -5.035], [3.165, -0.451, 1.837], [-5.150, 0.064, -0.461], [-1.267, -5.716, -1.375], [-1.466, -4.369, -1.851], [-0.462, -1.483, -5.910], [0.047, 5.263, -0.995], [-0.758, -5.928, -0.145], [-1.505, -0.707, -5.426], [3.361, -1.686, -3.713], [-5.978, -0.643, -1.309], [5.506, -1.210, 1.977], [3.824, 1.464, -5.738], [-0.641, 0.671, 2.917], [2.219, 3.111, 2.025], [7.452, -2.310, 3.356], [-1.491, -6.547, -2.032], [-2.659, -0.147, -3.720], [5.252, -1.497, 2.993], [4.201, -2.458, -1.082], [0.343, 0.511, 2.468], [-3.662, -2.579, -2.812], [4.401, -4.596, 0.066], [-2.075, -0.077, -6.099], [-0.282, -4.963, 1.749], [-1.281, -1.287, 2.270], [-0.215, -1.468, -6.965], [-2.470, 2.585, -1.636], [1.086, -2.880, -5.405], [4.196, 2.862, -1.364], [0.926, -4.372, -0.951], [-2.291, -0.604, 3.554], [6.233, -0.488, -2.782], [8.699, -1.392, 2.508], [-0.232, 2.504, 4.027], [1.024, 1.963, -2.958], [4.296, 3.416, -5.001], [-1.975, 1.969, -3.227], [-0.689, -1.237, 3.929], [2.977, 2.465, -7.445], [0.064, 2.547, -4.316], [-6.079, -2.174, -2.815], [1.855, 2.083, 2.074], [8.220, -2.977, 1.913], [0.317, 1.033, 4.830], [-0.480, 5.832, -1.752], [0.569, -2.878, -3.002], [3.298, -0.031, 2.836], [0.632, 7.018, 0.092], [2.492, 0.199, 1.276], [2.753, 4.608, 3.516], [8.094, -1.096, -0.152], [-5.567, 0.795, 0.215], [2.659, -1.415, 1.941], [2.351, 3.035, 4.186], [3.220, -2.260, -4.629], [4.289, 2.599, 2.443], [3.687, 4.033, -2.568], [-1.395, 1.431, 4.812], [4.078, 4.095, 1.520], [5.351, 3.461, -2.550], [6.383, 1.123, -2.123], [-1.039, 4.205, -2.846], [-1.144, 1.389, -1.772], [4.266, -2.061, -3.231], [-3.032, 2.961, 2.322], [-7.044, -0.455, -1.300], [3.865, 0.995, -7.841], [-3.078, 1.532, 3.375], [3.436, -0.607, -6.120], [-0.573, -6.931, 0.219], [3.874, 2.520, 0.730], [2.533, -1.875, -3.037], [1.264, 3.606, -3.562], [1.876, 5.739, 1.798], [2.405, -5.827, 0.867], [-1.609, -4.196, -2.909], [1.067, 4.110, 3.612], [-1.510, -2.880, 1.168], [7.721, -0.009, -1.972], [4.736, 2.471, -7.413], [0.373, -2.084, 0.683], [-0.861, 2.374, 1.631]],
  "forces_ev_per_angstrom": [[0.300, -0.953, 0.702], [-0.033, 0.005, -0.065], [-0.053, 0.132, -0.300], [0.059, -0.013, 0.100], [0.002, -0.147, -0.100], [0.302, 0.275, -0.045], [-0.242, 0.545, -0.249], [-0.028, -0.019, 0.016], [0.022, -0.002, 0.007], [0.027, -0.028, 0.005], [0.111, 0.164, 0.093], [-0.019, -0.003, -0.022], [-0.052, -0.016, 0.014], [0.013, 0.020, 0.007], [-0.011, 0.025, -0.001], [-0.004, 0.063, 0.015], [-0.064, -0.045, -0.028], [-0.236, -0.069, -0.084], [0.041, 0.019, 0.057], [0.040, 0.044, 0.030], [0.001, 0.000, -0.007], [0.097, -0.078, -0.012], [-0.030, 0.023, -0.001], [-0.019, -0.037, -0.012], [0.004, -0.010, 0.058], [0.186, -0.135, 0.000], [0.004, -0.044, 0.017], [-0.065, 0.009, 0.071], [-0.014, -0.031, -0.021], [-0.013, 0.027, 0.012], [-0.062, 0.008, 0.160], [-0.016, -0.007, 0.017], [0.005, -0.049, -0.006], [0.040, 0.021, 0.015], [-0.098, -0.077, 0.013], [0.057, 0.128, -0.093], [0.012, -0.013, 0.015], [-0.025, 0.009, 0.017], [0.050, -0.044, 0.000], [0.053, -0.375, -0.087], [-0.015, 0.004, 0.035], [-0.020, 0.065, -0.027], [-0.083, -0.063, -0.066], [0.213, 0.056, -0.137], [0.056, 0.017, 0.015], [0.000, 0.140, 0.011], [-0.016, 0.128, 0.029], [0.009, -0.008, -0.006], [-0.012, 0.164, -0.131], [-0.019, -0.039, 0.047], [-0.124, -0.012, 0.029], [-0.046, -0.096, 0.033], [0.043, 0.014, 0.017], [0.031, 0.063, 0.066], [-0.002, 0.000, -0.045], [-0.032, 0.088, -0.029], [0.002, -0.052, -0.009], [-0.018, 0.009, 0.002], [-0.002, -0.059, 0.002], [-0.010, 0.005, 0.035], [0.036, -0.018, 0.015], [0.027, -0.072, 0.015], [0.006, 0.009, 0.023], [-0.013, 0.005, 0.047], [-0.014, 0.001, 0.009], [-0.038, -0.044, 0.003], [-0.012, -0.040, -0.008], [0.003, 0.006, -0.018], [-0.006, 0.008, -0.004], [-0.011, -0.005, 0.016], [0.004, 0.003, -0.021], [0.082, 0.035, -0.098], [0.032, 0.029, -0.014], [0.013, 0.000, 0.006], [-0.014, 0.023, -0.010], [0.007, -0.011, 0.012], [-0.033, -0.037, -0.008], [-0.017, 0.010, -0.001], [-0.009, 0.001, 0.029], [0.064, 0.002, 0.043], [-0.009, 0.037, 0.020], [-0.002, 0.026, -0.067], [-0.005, -0.011, -0.017], [0.034, -0.003, -0.014], [-0.137, -0.082, -0.110], [-0.015, -0.005, -0.008], [0.004, -0.066, 0.012], [0.041, -0.033, 0.012], [-0.006, -0.026, 0.003], [-0.063, 0.071, 0.034], [-0.007, 0.017, -0.016], [0.005, -0.011, 0.011], [0.005, 0.012, 0.021], [0.007, 0.007, 0.014], [0.001, 0.048, 0.006], [-0.007, 0.010, 0.001], [-0.022, -0.014, -0.022], [0.019, 0.006, 0.010], [-0.024, 0.002, -0.004], [0.032, 0.009, 0.052], [0.010, -0.010, -0.008], [0.085, -0.035, 0.112], [-0.031, -0.002, -0.005], [-0.020, -0.004, 0.015], [0.006, -0.002, -0.003], [0.036, 0.042, 0.007], [0.015, 0.028, -0.020], [-0.008, 0.019, 0.023], [-0.005, -0.015, 0.003], [-0.030, 0.005, -0.024], [0.022, 0.006, -0.015], [0.001, -0.025, 0.001], [-0.004, 0.007, 0.006], [-0.069, 0.080, 0.001], [0.021, -0.004, -0.096], [-0.365, 0.072, -0.209], [0.013, 0.009, 0.023], [-0.006, 0.017, -0.033], [0.008, -0.001, -0.006], [0.003, 0.000, 0.008], [-0.007, 0.017, 0.018], [0.005, 0.021, 0.018], [0.036, 0.033, -0.018], [-0.028, 0.015, 0.025], [-0.010, 0.007, 0.066], [0.070, 0.036, -0.007], [-0.021, 0.000, -0.019], [-0.011, 0.046, -0.004], [0.002, -0.012, 0.006], [0.024, -0.033, -0.021], [0.050, 0.020, 0.002], [-0.048, 0.004, -0.032], [-0.007, -0.003, 0.010], [-0.021, 0.002, 0.015], [0.032, 0.017, 0.006]],
  "lowdin_charge": [0.712, 1.337, 1.064, 0.006, -0.327, 0.029, -0.037, -0.261, -0.084, -0.046, -0.118, -0.056, -0.046, -0.082, -0.104, -0.053, -0.061, -0.313, -0.368, -0.320, -0.053, -0.047, -0.026, -0.336, -0.350, -0.285, -0.057, -0.286, -0.102, -0.084, -0.257, -0.069, -0.072, -0.227, -0.037, -0.096, -0.271, -0.018, -0.265, -0.267, -0.076, -0.031, -0.057, -0.275, -0.263, -0.115, -0.142, -0.053, -0.451, -0.046, -0.040, -0.251, -0.075, -0.082, -0.007, -0.086, -0.076, -0.075, -0.049, -0.031, -0.073, -0.056, -0.058, -0.019, -0.270, -0.381, -0.374, 0.071, 0.102, 0.094, 0.118, 0.076, 0.101, 0.110, 0.101, 0.105, 0.142, 0.037, 0.104, 0.085, 0.103, 0.008, 0.143, 0.089, 0.074, 0.079, 0.061, 0.063, 0.123, 0.069, 0.092, 0.080, 0.083, 0.110, 0.087, 0.079, 0.088, 0.108, 0.102, 0.085, 0.102, -0.002, 0.076, 0.114, 0.118, 0.082, 0.080, 0.069, 0.085, 0.079, 0.080, 0.087, 0.083, 0.067, 0.119, 0.001, 0.076, 0.135, 0.109, 0.071, 0.118, 0.111, 0.108, 0.016, 0.033, 0.078, 0.110, 0.100, 0.100, 0.068, 0.083, 0.074, 0.077, 0.047, 0.124],
  "s_squared": 6.147,
  "fmax_ev_per_a": 1.22,
  "e_homo_ev": [-6.1838, -6.1274],
  "multiplicity": 5,
  "total_charge": 0
}

---

Q: Which formula does entry 2 have?
A: C60H68AsN3OPRh